{"formula": "C2H6NOPS2", "method": "wB97M-V/def2-TZVPD", "symbols": ["C", "C", "N", "O", "P", "S", "S", "H", "H", "H", "H", "H", "H"], "positions_angstrom": [[-0.7129, 0.3120, -0.1147], [-0.0384, 1.7078, 0.1593], [0.4285, -0.5626, 0.0411], [1.3796, 1.7152, -0.2559], [1.9354, 0.1967, -0.3626], [3.4896, 0.0931, 0.9120], [-1.0396, -3.4009, -0.1756], [-1.6110, 0.1353, 0.6282], [-1.0663, 0.2820, -1.1796], [-0.5089, 2.4997, -0.5032], [-0.1078, 1.9455, 1.2104], [0.2360, -1.5643, -0.1941], [-2.3843, -3.3595, -0.1653]], "atomic_forces_ev_per_a": [[-0.191, 1.129, -0.061], [-0.804, 0.842, -1.831], [0.584, -1.197, -0.013], [-1.894, -0.716, 0.058], [0.525, -0.279, 1.617], [-0.946, -0.483, -0.940], [-0.280, -0.507, 0.007], [1.917, 0.191, -1.390], [-0.166, 0.033, 0.943], [0.367, -0.815, 1.175], [0.191, 0.217, 0.234], [0.614, 1.524, 0.211], [0.083, 0.061, -0.010]], "mulliken_charge": [-0.28, -0.38, -0.12, -0.28, 0.21, -0.33, -0.22, 0.28, 0.26, 0.26, 0.27, 0.15, 0.19], "lumo_energy_ev": [-1.56, -3.24], "total_energy_ev": -36666.1102, "relative_energy_kj_mol": 318.6, "multiplicity": 1}


{"formula": "C9H14", "method": "wB97M-V/def2-TZVPD", "symbols": ["C", "C", "C", "C", "C", "C", "C", "H", "H", "H", "H", "H", "H", "H", "H", "C", "C", "H", "H", "H", "H", "H", "H"], "positions_angstrom": [[-1.9882, 0.5796, 0.8599], [1.6551, 2.3420, -0.5931], [1.6827, 1.1085, 0.1425], [0.4455, 3.0246, -0.7396], [0.5365, 0.5693, 0.6582], [-0.7084, 2.4671, -0.2524], [-0.6997, 1.2278, 0.4962], [2.5849, 2.7198, -1.0057], [2.5937, 0.5852, 0.3681], [0.4625, 3.9825, -1.2277], [0.6003, -0.3405, 1.2498], [-1.6437, 2.9845, -0.4198], [-2.3273, 0.0682, -0.0417], [-2.7121, 1.3504, 1.1454], [-1.8292, -0.1531, 1.6445], [0.5806, -4.3195, -0.4277], [-0.8836, -4.5389, -0.1074], [1.1184, -3.8110, 0.3739], [1.0824, -5.2745, -0.5276], [0.7579, -3.7375, -1.3344], [-1.4526, -4.8292, -0.9967], [-1.4022, -3.6647, 0.2957], [-1.0135, -5.3346, 0.6290]], "atomic_forces_ev_per_a": [[0.806, 0.841, 0.420], [0.242, -0.706, 0.487], [-0.526, -0.105, 0.318], [-0.110, -0.092, 0.089], [0.572, 0.074, 0.394], [0.223, 0.461, 0.071], [-0.406, -0.242, -1.027], [-0.156, 0.087, 0.024], [0.438, 0.082, -0.320], [-0.260, 0.126, -0.222], [-0.147, 0.087, -0.175], [-0.111, -0.094, 0.111], [-0.262, -0.107, -0.158], [-0.095, -0.347, -0.076], [-0.206, -0.097, 0.056], [0.349, 0.204, 0.190], [-0.594, -0.077, -0.071], [-0.113, 0.075, 0.156], [0.103, -0.179, -0.267], [-0.156, -0.092, -0.034], [0.153, -0.072, 0.089], [0.210, 0.122, -0.016], [0.048, 0.048, -0.040]], "mulliken_charge": [-1.25, -0.34, -0.33, -0.48, -0.45, -0.28, 0.97, 0.41, 0.40, 0.42, 0.38, 0.39, 0.34, 0.41, 0.40, -0.80, -0.73, 0.23, 0.30, 0.27, 0.27, 0.18, 0.28], "s2": 0.77, "lumo_energy_ev": [-4.51, -8.33], "total_energy_ev": -9551.2812, "relative_energy_kj_mol": 15.4, "multiplicity": 2, "total_charge": 1}


{"formula": "C7H13N2", "method": "wB97M-V/def2-TZVPD", "symbols": ["C", "C", "C", "C", "C", "C", "C", "N", "N", "H", "H", "H", "H", "H", "H", "H", "H", "H", "H", "H", "H", "H"], "positions_angstrom": [[1.4293, -0.1659, 0.2047], [-2.4341, -1.2751, -0.5133], [-1.4770, -1.2991, 0.5718], [3.2712, -0.6782, -0.1963], [-1.9946, 0.0605, 0.2604], [-1.1139, 2.3609, 0.1438], [-1.1334, 1.0268, -0.3606], [2.1347, -0.5340, -0.9296], [2.5695, -0.3954, 0.9747], [-2.1431, -1.3592, -1.6090], [-3.4744, -1.5349, -0.3180], [-1.6865, -1.7197, 1.5894], [-0.2845, -1.2841, 0.3852], [3.7679, -1.6656, -0.2051], [4.0750, 0.0528, -0.3243], [-2.7764, 0.5407, 0.9115], [-1.6000, 2.5980, 0.9930], [-1.2465, 3.0501, -0.6938], [-0.0312, 2.6465, 0.2268], [-0.4369, 0.8031, -1.2049], [1.7570, -0.6080, -1.8511], [2.8277, -0.6202, 1.9444]], "atomic_forces_ev_per_a": [[0.396, -0.573, 0.484], [0.274, 0.210, -1.259], [3.568, -1.783, 0.885], [5.748, -1.953, 0.294], [-1.216, 2.511, -0.577], [3.414, 0.721, -3.246], [0.142, -1.905, 0.522], [-3.802, 1.430, 0.168], [-1.709, 0.498, 0.927], [-0.177, 0.210, 1.714], [0.301, 0.068, 0.022], [-0.276, 0.556, -1.157], [-3.018, -0.353, 0.166], [-0.317, 0.133, -0.168], [-0.085, 0.113, -0.564], [0.985, -0.787, -0.542], [-1.919, 0.610, 2.609], [-0.802, 0.230, -0.131], [-0.477, -0.497, 0.411], [-1.014, -0.015, 0.733], [0.706, 0.009, -0.383], [-0.723, 0.565, -0.908]], "mulliken_charge": [-0.44, -0.60, 0.08, -0.39, -0.05, -1.36, 0.21, -0.05, -0.19, 0.23, 0.27, 0.29, 0.03, 0.30, 0.25, 0.38, 0.47, 0.40, 0.33, 0.35, 0.21, 0.25], "lumo_energy_ev": -4.86, "total_energy_ev": -10437.7924, "relative_energy_kj_mol": 618.0, "multiplicity": 1, "total_charge": 1}


{"formula": "C20H16N2O2S4", "method": "wB97M-V/def2-TZVPD", "symbols": ["O", "O", "S", "N", "S", "S", "S", "C", "C", "C", "C", "C", "C", "C", "C", "C", "C", "C", "C", "C", "C", "C", "C", "N", "C", "C", "C", "C", "H", "H", "H", "H", "H", "H", "H", "H", "H", "H", "H", "H", "H", "H", "H", "H"], "positions_angstrom": [[-0.6771, 1.6744, 2.9575], [-3.4781, -2.8791, 1.1010], [-4.3709, 0.6410, -2.4758], [2.0565, 1.6109, -0.1939], [0.8941, -2.3280, -1.8969], [-2.1087, -1.3290, -2.1033], [1.6853, 3.2392, 1.8454], [-0.7885, 1.0238, 1.9347], [-3.3858, -2.3385, 0.0097], [-3.5809, -0.5191, -1.5496], [1.2522, 1.9103, 0.8056], [2.3337, -3.3101, -2.0574], [2.1339, -4.5640, -1.4701], [0.8211, -4.7163, -0.8950], [0.0042, -3.6389, -1.0943], [-1.3225, -3.5062, -0.4972], [-2.2183, -2.5092, -0.8009], [5.1875, 3.6560, -0.9649], [5.0995, 4.5895, 0.0943], [4.1938, 2.6270, -1.0682], [4.0396, 4.4690, 1.0139], [3.1130, 2.5443, -0.1877], [3.0761, 3.4647, 0.8542], [0.0768, 1.1897, 0.8775], [-1.9962, 0.1036, 1.8055], [-4.1892, -1.1124, -0.3405], [-3.1600, 0.8494, 1.1392], [-4.3702, -0.0340, 0.8005], [3.2529, -3.0167, -2.4955], [2.8904, -5.3510, -1.4086], [0.4595, -5.6044, -0.3659], [-1.5701, -4.2251, 0.2657], [6.0196, 3.7325, -1.6781], [5.7764, 5.4277, 0.2006], [4.2590, 1.9236, -1.8723], [3.9531, 5.1854, 1.8387], [-0.0074, 0.5099, 0.1223], [-2.3017, -0.2207, 2.8135], [-1.6586, -0.7161, 1.2034], [-5.1616, -1.5062, -0.5598], [-3.5194, 1.6224, 1.8095], [-2.8426, 1.3992, 0.2605], [-5.2007, 0.6036, 0.5131], [-4.6696, -0.5721, 1.7094]], "atomic_forces_ev_per_a": [[0.531, 0.201, -0.200], [-0.710, -0.409, -0.710], [1.349, -1.235, 1.173], [0.036, 1.259, 0.948], [0.402, -1.122, -0.030], [-0.688, 0.469, 0.714], [-0.574, -0.518, 0.139], [-0.644, 1.014, 1.555], [0.266, 1.207, 3.221], [-1.262, 1.286, -2.646], [0.654, -0.464, -1.210], [-1.807, -1.924, 1.586], [-0.413, 0.929, -0.074], [0.613, -0.177, -0.496], [0.349, 0.573, 0.284], [0.042, 1.775, -1.433], [2.074, -2.123, -0.752], [-1.165, -0.604, 0.668], [-1.183, -0.790, 0.076], [1.171, 1.153, -0.231], [0.405, 0.220, -0.297], [0.248, -0.322, 0.034], [0.672, 1.040, 0.227], [-0.677, -1.245, -0.318], [0.460, 0.652, -0.388], [0.320, 0.277, 0.708], [-0.336, -0.320, -0.188], [0.346, -0.763, 0.241], [0.372, 0.634, -0.409], [-0.224, 0.433, -0.145], [0.304, 0.323, -0.245], [-0.231, -0.015, 0.171], [-0.563, -0.217, 0.269], [0.145, -0.199, -0.076], [0.039, -0.318, -0.336], [0.022, -0.302, -0.331], [0.131, 0.338, 0.120], [0.395, 0.002, -0.481], [-0.197, -0.915, -0.299], [-0.853, 0.145, -0.385], [-0.008, 0.104, 0.316], [0.248, -0.039, -0.372], [-0.049, 0.019, -0.174], [-0.010, -0.032, -0.227]], "mulliken_charge": [-0.62, -0.61, -0.15, -0.58, -0.02, -0.06, -0.20, 0.29, -0.26, -0.12, 0.57, -0.60, -0.43, -0.54, 0.38, -0.16, 0.19, -0.52, -0.45, -0.46, -0.60, -0.38, 0.96, 0.05, 0.10, 0.36, -0.69, -1.07, 0.45, 0.36, 0.38, 0.40, 0.35, 0.38, 0.45, 0.33, 0.14, 0.31, -0.09, 0.55, 0.40, 0.37, 0.44, 0.38], "lumo_energy_ev": -1.14, "total_energy_ev": -71415.5241, "relative_energy_kj_mol": 0.0, "multiplicity": 1}


{"formula": "C7H15N3", "method": "wB97M-V/def2-TZVPD", "symbols": ["C", "C", "C", "C", "C", "C", "C", "N", "N", "N", "H", "H", "H", "H", "H", "H", "H", "H", "H", "H", "H", "H", "H", "H", "H"], "positions_angstrom": [[0.5444, -1.6002, 0.1492], [1.9658, -2.0082, 0.4083], [-2.3192, 1.7983, -1.1369], [-2.7643, 1.5041, 0.3284], [-1.0383, 0.9669, -1.2952], [-1.5141, 1.0598, 0.9812], [4.1321, -1.0063, 0.3054], [2.8928, -0.8762, 0.3025], [0.3307, -0.3635, 0.1728], [-1.0035, 0.0669, -0.0090], [-0.0501, -2.4946, -0.0555], [2.1560, -2.5038, 1.5070], [2.2694, -2.9831, -0.0342], [-3.1880, 1.3892, -1.8682], [-2.1050, 2.8577, -1.1758], [-3.3015, 2.3219, 0.6441], [-3.4899, 0.6107, 0.3694], [-1.0425, 0.2265, -2.0116], [-0.0944, 1.4043, -1.3695], [-0.8475, 1.9105, 1.0774], [-1.6384, 0.5901, 1.9052], [4.5026, -2.0280, 0.6488], [4.8732, -0.2358, 0.0463], [2.4707, 0.0033, 0.0812], [-1.7412, -0.6105, 0.0286]], "atomic_forces_ev_per_a": [[1.769, -1.358, 0.267], [0.767, -2.136, 3.451], [-1.641, -1.816, -0.811], [-0.948, -3.257, -2.141], [-2.010, -1.186, 1.153], [0.567, 1.372, 0.520], [2.871, -1.985, 0.933], [-1.082, -0.734, -0.907], [-0.986, 0.006, 0.488], [0.803, 2.944, -0.440], [-0.871, 0.625, 0.129], [-1.196, 1.717, -1.817], [0.059, 1.223, -1.132], [2.273, 1.534, 1.440], [-0.166, 0.127, -0.684], [-0.794, 1.769, 1.543], [0.736, 1.293, -0.227], [-0.410, -1.246, -2.232], [1.326, 1.242, 0.381], [0.601, -0.217, -0.054], [-0.154, -0.728, 1.565], [-0.147, 1.408, -0.796], [-0.668, -0.043, 0.279], [-0.471, 0.793, -0.228], [-0.229, -1.346, -0.681]], "mulliken_charge": [-0.02, -0.73, -0.28, -0.73, -0.77, -0.62, -0.04, 0.13, -0.80, 0.36, 0.40, 0.39, 0.45, 0.27, 0.35, 0.42, 0.30, 0.47, 0.36, 0.32, 0.50, 0.27, 0.30, 0.22, 0.48], "lumo_energy_ev": -8.21, "total_energy_ev": -11952.7425, "relative_energy_kj_mol": 441.2, "multiplicity": 1, "total_charge": 2}


{"formula": "C9H17N2", "method": "wB97M-V/def2-TZVPD", "symbols": ["C", "C", "C", "C", "C", "C", "C", "C", "C", "N", "N", "H", "H", "H", "H", "H", "H", "H", "H", "H", "H", "H", "H", "H", "H", "H", "H", "H"], "positions_angstrom": [[2.1853, -1.5262, 1.8008], [1.3440, -1.7646, 0.9581], [-0.9980, 3.5245, -1.0553], [-1.2267, 2.3864, -0.4689], [1.0042, -1.5715, -1.4469], [-1.7153, -2.2641, 1.1257], [1.2960, 1.2436, 0.6637], [-0.4971, 1.1300, -0.8483], [0.3563, -1.7544, -0.0915], [-0.8507, -2.1774, -0.0557], [0.1059, 0.4609, 0.2206], [2.9543, -1.0894, 2.3884], [-1.6001, 4.4361, -0.6001], [-0.3312, 3.9099, -1.8532], [-1.9564, 2.2823, 0.3293], [0.4464, -1.0977, -2.1967], [1.5258, -2.5692, -1.6698], [1.8198, -0.9375, -1.2704], [-2.2352, -1.3025, 1.2627], [-2.4114, -3.1545, 1.1698], [-1.0062, -2.3924, 1.9904], [1.8509, 0.5486, 1.2152], [1.7315, 1.6749, -0.2235], [1.0407, 2.1308, 1.4216], [0.2716, 1.3408, -1.6153], [-1.2508, 0.4853, -1.1844], [-1.2959, -2.3996, -0.9337], [-0.5576, 0.4471, 0.9676]], "atomic_forces_ev_per_a": [[-1.224, -0.139, -1.582], [0.022, 0.097, 1.559], [-1.510, 4.742, 0.842], [0.914, -1.100, -0.173], [1.416, -2.646, 1.429], [0.932, -0.635, 1.638], [-2.252, 1.832, 1.569], [-0.524, 1.312, -1.420], [2.286, 1.111, -1.184], [-2.380, -1.213, 0.470], [2.010, 0.577, 1.541], [0.254, -0.428, 0.417], [1.129, -1.843, -1.137], [-0.234, -1.211, 0.524], [-0.013, 0.170, -0.018], [-1.254, -0.067, -1.109], [-1.122, 1.264, -0.320], [1.282, 0.994, 0.211], [-0.097, -0.537, -0.115], [0.816, 1.164, -0.598], [-0.823, 0.177, -0.613], [1.519, -0.425, 0.475], [0.614, -0.062, 0.022], [0.297, -1.793, -1.781], [-0.624, -0.197, 0.087], [-1.140, -1.229, -1.340], [0.070, 0.326, -0.199], [-0.365, -0.243, 0.803]], "mulliken_charge": [0.03, -0.83, -0.79, -0.27, -1.50, -0.78, -0.70, -0.78, 1.10, -0.09, -0.03, 0.46, 0.20, 0.28, 0.27, 0.49, 0.36, 0.41, 0.27, 0.33, 0.29, 0.09, 0.37, 0.27, 0.52, 0.42, 0.32, 0.28], "lumo_energy_ev": -3.86, "total_energy_ev": -12578.0354, "relative_energy_kj_mol": 495.8, "multiplicity": 1, "total_charge": 1}


{"formula": "C3H6ClNO2", "method": "wB97M-V/def2-TZVPD", "symbols": ["C", "C", "C", "N", "O", "O", "Cl", "H", "H", "H", "H", "H", "H"], "positions_angstrom": [[1.4575, 1.0538, -0.0035], [0.9304, -0.3990, 0.3185], [-1.3251, -1.0604, -0.0410], [-0.1203, -0.7774, -0.5273], [2.6231, 1.2855, -0.1324], [0.5604, 1.9416, -0.0726], [-2.2302, 1.4217, 0.3738], [0.4171, -0.4930, 1.3060], [1.7274, -1.0320, 0.3859], [-1.9906, -1.0261, -0.8824], [-1.7191, -1.4290, 0.8962], [0.0849, -1.0070, -1.4890], [-0.4154, 1.5213, -0.1321]], "atomic_forces_ev_per_a": [[0.807, -1.759, 0.616], [-0.965, 2.026, 2.220], [0.154, 1.776, -2.985], [-1.466, -1.975, 0.839], [0.912, -0.467, 0.066], [-3.295, 0.660, -0.843], [0.029, -1.232, -0.123], [0.913, 0.914, -0.220], [2.217, -1.848, -0.474], [-0.883, -0.785, 0.057], [0.843, 0.617, 0.452], [-0.448, 0.617, -0.296], [1.181, 1.454, 0.690]], "mulliken_charge": [0.72, -0.49, -0.33, -0.19, -0.59, -0.38, -0.57, 0.21, 0.39, 0.34, 0.32, 0.26, 0.29], "lumo_energy_ev": -1.37, "total_energy_ev": -21314.3137, "relative_energy_kj_mol": 174.3, "multiplicity": 1}